Entry 1:
Below is a structure of composition C18H38N3O2PPbSi, with properties calculated with the ωB97M-V functional and the def2-TZVPD basis.

```
64
Properties=species:S:1:pos:R:3:nbo_charge:R:1
Pb -0.120 -0.248 -0.300 1.28
P 0.901 -1.516 -3.118 0.99
Si -0.911 -0.132 -3.563 0.91
O -1.026 0.680 1.640 -0.79
O 0.459 -2.264 0.505 -0.95
N -2.741 1.039 3.055 -0.44
N -0.455 1.545 3.618 -0.43
N 1.941 0.629 0.107 -1.10
C 2.517 1.693 -0.381 0.15
C 2.155 -2.228 -2.006 -0.93
C -0.644 1.988 4.985 -0.40
C 2.080 2.461 -1.552 -0.37
C 2.768 3.585 -1.975 -0.19
C 3.727 2.191 0.273 -0.27
C -0.833 -2.682 0.745 0.12
C 4.381 3.328 -0.169 -0.22
C -3.385 1.453 4.287 -0.41
C -2.652 -0.727 -3.218 -1.11
C -0.980 -2.991 2.228 -0.63
C -1.317 -3.758 -0.238 -0.63
C -3.663 0.721 1.971 -0.40
C 2.039 -0.598 -4.237 -0.95
C 3.907 4.031 -1.289 -0.35
C 0.343 -3.001 -4.021 -0.96
C -1.414 1.092 2.778 0.83
C 0.879 1.692 3.058 -0.40
H -4.442 1.193 4.191 0.21
H -3.310 0.063 -3.611 0.26
H 1.223 -3.456 -4.498 0.25
H 2.644 0.079 -3.611 0.29
H 2.685 -1.332 -4.744 0.24
H 1.537 2.022 3.867 0.19
H -0.872 0.072 -5.051 -0.15
H 1.250 0.753 2.629 0.25
H -1.478 -3.331 -1.246 0.18
H 5.272 3.669 0.360 0.20
H -2.862 -0.848 -2.148 0.26
H -3.130 0.188 1.176 0.24
H -3.310 2.537 4.455 0.20
H -0.664 1.160 -2.840 -0.12
H 4.425 4.923 -1.636 0.19
H 0.347 2.246 5.365 0.22
H 1.502 0.010 -4.980 0.25
H -1.488 -1.707 0.509 0.07
H -0.576 -4.569 -0.333 0.21
H 2.416 4.130 -2.853 0.19
H 1.699 -2.862 -1.240 0.31
H -4.114 1.639 1.556 0.19
H -0.635 -2.131 2.810 0.22
H 1.182 2.114 -2.078 0.17
H -1.063 1.183 5.607 0.20
H -2.263 -4.212 0.093 0.21
H 4.087 1.618 1.134 0.19
H -4.470 0.093 2.372 0.19
H 0.889 2.444 2.256 0.22
H -2.885 -1.659 -3.747 0.24
H -0.094 -3.707 -3.299 0.26
H -0.330 -3.835 2.506 0.21
H -0.421 -2.763 -4.774 0.24
H -2.010 -3.213 2.521 0.19
H 2.841 -2.842 -2.610 0.24
H -1.286 2.881 5.046 0.19
H 2.725 -1.448 -1.488 0.31
H -2.979 0.915 5.151 0.21
```

Summary:
**LUMO (alpha / beta)**: -0.7 / -0.7 eV
**Orbital gap (alpha / beta)**: 4.093 / 4.090 eV
**HOMO energy (alpha / beta)**: -4.77 / -4.77 eV
**E_tot**: -50257.341 eV



Entry 2:
Below is an isolated molecule of C6H9N, with properties calculated with the ωB97M-V functional and the def2-TZVPD basis.

```
16
Properties=species:S:1:pos:R:3:nbo_charge:R:1
N -0.027 -0.646 -0.270 -0.51
C -2.520 -0.379 -0.031 -0.64
C 1.141 0.056 -0.103 0.12
C 2.454 -0.659 -0.103 -0.64
C -0.629 1.390 0.319 -0.29
C -1.120 0.157 -0.018 0.12
C 0.795 1.331 0.254 -0.30
H 2.414 -1.585 -0.686 0.21
H -3.031 -0.245 -0.989 0.22
H 1.486 2.128 0.482 0.22
H -3.118 0.127 0.732 0.23
H -2.538 -1.447 0.211 0.21
H 3.260 -0.042 -0.505 0.23
H -0.063 -1.483 -0.823 0.40
H 2.726 -0.941 0.921 0.22
H -1.229 2.239 0.610 0.21
```

Summary:
**LUMO**: 1.0 eV
**Orbital gap**: 8.744 eV
**SMILES**: Cc1ccc(C)[nH]1
**HOMO energy**: -7.69 eV
**E_tot**: -7858.026 eV



What is the E_tot in the first record? -50257.341 eV